Density functional theory data (ωB97M-V/def2-TZVPD) for a molecular structure, C45H105CdN7O10 in a non-equilibrium geometry.

Output
**DFT total energy**: -3080.7407 a.u.
**Frontier orbital gap**: 7.7631 eV
**LUMO**: -0.20 eV

Structure (ORCA input):
```
! RIJCOSX wB97M-V def2-TZVPD def2/J DEFGRID3
* xyz 0 1
Cd -1.64 1.26 5.31
C -0.96 -0.05 1.32
C -2.17 -0.17 2.25
O -1.93 0.07 3.47
O -3.27 -0.59 1.86
H -0.14 -0.69 1.64
H -0.56 0.97 1.31
H -1.17 -0.31 0.27
O -3.19 0.25 6.13
H -2.89 -0.66 6.04
C -4.69 0.46 -2.12
C -4.33 1.71 -1.32
C -5.05 2.96 -1.81
O -4.53 4.11 -1.18
C -5.41 5.20 -1.04
N -4.55 1.50 0.09
H -4.52 0.57 -3.19
H -5.66 0.08 -1.78
H -3.99 -0.33 -1.82
H -3.26 1.89 -1.49
H -6.14 2.88 -1.71
H -4.87 3.05 -2.89
H -6.29 4.82 -0.51
H -5.66 5.61 -2.02
H -4.94 5.92 -0.38
H -4.09 0.66 0.44
H -4.16 2.28 0.60
C -2.27 -3.57 -1.01
C -1.88 -4.27 0.30
C -0.40 -4.66 0.27
O -0.04 -5.33 -0.93
C -0.18 -6.72 -0.84
N -2.23 -3.55 1.52
H -2.10 -4.23 -1.86
H -1.77 -2.61 -1.12
H -3.33 -3.29 -1.12
H -2.48 -5.18 0.32
H -0.06 -5.30 1.10
H 0.19 -3.75 0.40
H -0.15 -7.22 -1.80
H -1.19 -6.96 -0.48
H 0.55 -7.17 -0.15
H -1.97 -2.57 1.46
H -3.24 -3.58 1.61
C 2.32 -0.60 6.04
C 1.19 0.38 5.82
C 1.30 1.18 4.51
O 0.14 2.02 4.31
C 0.47 2.99 3.31
N -0.16 -0.21 5.86
H 3.35 -0.23 6.08
H 2.28 -1.32 5.22
H 2.14 -1.10 6.99
H 1.21 1.19 6.56
H 1.41 0.44 3.71
H 2.24 1.74 4.42
H 0.75 2.53 2.36
H 1.32 3.56 3.68
H -0.30 3.73 3.10
H -0.17 -0.63 6.79
H -0.18 -1.02 5.23
C -3.27 -4.33 6.62
C -2.34 -3.39 5.88
C -1.02 -4.07 5.52
O -0.13 -3.12 4.96
C 0.69 -3.60 3.92
N -2.99 -2.94 4.62
H -4.30 -3.99 6.73
H -2.75 -4.57 7.54
H -3.43 -5.18 5.95
H -2.09 -2.44 6.36
H -1.31 -4.87 4.84
H -0.52 -4.51 6.39
H 1.42 -2.84 3.64
H 0.13 -3.82 3.00
H 1.24 -4.48 4.24
H -2.25 -2.76 3.95
H -3.53 -3.72 4.25
C -0.34 4.45 0.13
C -0.06 5.19 -1.19
C 1.27 4.63 -1.71
C 1.52 5.10 -3.13
C 0.37 4.64 -4.05
C -1.05 5.11 -3.57
N -1.16 4.97 -2.11
O -2.37 5.61 -1.71
C -1.20 6.54 -4.12
C -2.05 4.14 -4.21
C 0.05 6.69 -0.87
H -0.56 3.44 -0.23
H -1.22 4.80 0.65
H 0.57 4.39 0.73
H 2.06 5.00 -1.04
H 1.29 3.54 -1.69
H 2.46 4.66 -3.49
H 1.63 6.18 -3.21
H 0.37 3.56 -4.18
H 0.62 5.08 -5.02
H -0.97 6.60 -5.18
H -2.14 7.01 -3.84
H -0.40 7.14 -3.67
H -3.10 4.43 -4.19
H -1.76 3.91 -5.23
H -1.96 3.20 -3.65
H 0.36 7.34 -1.70
H 0.77 6.91 -0.07
H -0.89 7.15 -0.56
H -2.88 4.82 -1.44
C -1.19 -0.28 -3.11
C 0.29 -0.60 -3.30
C 0.54 -1.97 -2.57
C 0.16 -3.15 -3.42
C 0.62 -3.15 -4.88
C 0.48 -1.82 -5.59
N 0.68 -0.66 -4.68
O 0.59 0.58 -5.32
C 1.69 -1.72 -6.56
C -0.84 -1.67 -6.36
C 1.13 0.34 -2.43
H -1.94 -1.07 -3.21
H -1.44 0.12 -2.12
H -1.44 0.41 -3.92
H 1.61 -2.03 -2.35
H -0.05 -2.16 -1.68
H 0.42 -4.08 -2.90
H -0.94 -3.20 -3.44
H 0.03 -3.96 -5.30
H 1.64 -3.53 -4.81
H 1.63 -2.57 -7.25
H 2.61 -1.89 -6.00
H 1.78 -0.80 -7.13
H -0.93 -2.49 -7.08
H -0.77 -0.75 -6.94
H -1.69 -1.73 -5.68
H 0.91 0.23 -1.37
H 2.20 0.24 -2.64
H 0.88 1.38 -2.66
H 1.50 0.74 -5.61
C 2.69 -2.35 0.66
C 4.17 -2.19 0.99
C 5.05 -2.22 -0.29
C 4.92 -0.91 -1.03
C 5.36 0.27 -0.17
C 4.55 0.31 1.17
N 4.64 -1.02 1.75
O 4.07 -1.03 3.06
C 5.23 1.40 1.99
C 3.13 0.76 0.85
C 4.60 -3.44 1.75
H 2.45 -3.38 0.40
H 2.23 -1.63 -0.02
H 2.14 -2.07 1.57
H 6.10 -2.45 -0.08
H 4.81 -3.08 -0.91
H 3.88 -0.80 -1.35
H 5.50 -0.91 -1.96
H 5.16 1.18 -0.74
H 6.42 0.15 0.05
H 6.22 1.11 2.36
H 5.24 2.34 1.44
H 4.74 1.51 2.96
H 2.49 0.50 1.70
H 2.95 1.84 0.84
H 2.71 0.32 -0.06
H 4.40 -4.36 1.20
H 4.09 -3.65 2.69
H 5.67 -3.38 1.97
H 4.81 -1.35 3.59
*
```